[1]
Here is a gas-phase ion, C6H10 (charge -1) from the Open Molecules 2025 dataset. Energies are from ωB97M-V with the def2-TZVPD basis set.

Geometry as XYZ:
```
16
Properties=species:S:1:pos:R:3
C 1.960 1.046 -0.797
C 0.747 1.243 0.078
C -0.375 0.242 0.223
C -1.658 0.601 0.480
C -1.013 -2.146 0.242
C -0.051 -1.177 -0.077
H 2.756 0.559 -0.213
H 1.821 0.206 -1.494
H 2.436 1.862 -1.337
H 1.174 1.395 1.092
H 0.185 2.176 -0.104
H -2.553 0.046 0.251
H -1.839 1.670 0.677
H -1.271 -3.046 -0.318
H -1.548 -2.094 1.195
H 0.993 -1.252 -0.365
```

Properties
- relative energy (zero: lowest compared OMol25 entry of this formula, charge and spin) (kcal/mol) = 25.9
- HOMO (alpha / beta) (eV) = -0.13 / -2.04
- charge = -1
- 2S+1 = 2
- frontier orbital gap (alpha / beta) (eV) = 4.281 / 6.174

Löwdin population analysis, charges in e, atoms 1 to 4: C -0.15; C -0.27; C -0.43; C -0.09

---

[2]
Here is a molecular structure, C30H60O24PS5Tl from the Open Molecules 2025 dataset. Energies are from ωB97M-V with the def2-TZVPD basis set.

Geometry as XYZ:
```
121
Properties=species:S:1:pos:R:3
Tl 2.426 1.378 1.140
P -0.069 -0.263 0.146
O 0.419 -0.644 1.551
O -0.390 1.250 0.208
O -1.169 -1.073 -0.490
O 1.279 -0.469 -0.643
C 0.235 4.722 -0.036
C -1.168 5.284 -0.125
C -2.269 4.500 0.623
O -2.808 5.463 1.509
C -2.165 6.658 1.394
O -2.361 7.587 2.105
O -1.183 6.609 0.465
H 0.554 4.642 1.006
H 0.992 5.257 -0.602
H 0.162 3.680 -0.361
H -1.504 5.423 -1.155
H -1.789 3.727 1.220
H -2.949 4.200 -0.170
C -1.075 -3.163 -4.820
C -1.557 -1.750 -4.619
C -0.628 -0.811 -3.814
O -0.251 0.219 -4.730
C -1.012 0.120 -5.814
O -1.099 0.964 -6.649
O -1.604 -1.079 -5.886
H -1.845 -3.732 -5.341
H -0.806 -3.525 -3.828
H -0.218 -3.213 -5.494
H -2.482 -1.756 -4.036
H 0.190 -1.290 -3.275
H -1.176 -0.285 -3.030
C -2.763 1.760 -2.308
C -3.898 0.774 -1.984
C -4.111 0.613 -0.477
O -5.455 1.067 -0.291
C -5.980 1.488 -1.440
O -7.062 1.977 -1.519
O -5.111 1.331 -2.462
H -3.165 2.726 -2.000
H -2.555 1.793 -3.379
H -1.840 1.482 -1.802
H -3.805 -0.189 -2.492
H -3.313 1.125 0.071
H -3.891 -0.393 -0.115
C 3.325 -0.630 -3.423
C 3.383 -2.081 -2.883
C 2.778 -3.036 -3.907
O 3.857 -3.931 -4.170
C 4.951 -3.606 -3.464
O 5.927 -4.260 -3.364
O 4.786 -2.356 -2.896
H 2.328 -0.193 -3.488
H 3.808 -0.554 -4.395
H 3.913 -0.063 -2.698
H 2.930 -2.129 -1.897
H 2.472 -2.506 -4.811
H 1.858 -3.515 -3.573
C -0.396 -4.638 -1.016
C 0.474 -4.096 0.137
C -0.204 -3.764 1.467
O 0.279 -4.798 2.310
C 1.224 -5.544 1.712
O 1.837 -6.394 2.257
O 1.329 -5.232 0.406
H 0.309 -4.690 -1.843
H -1.304 -4.073 -1.229
H -0.766 -5.623 -0.725
H 0.953 -3.222 -0.308
H -1.267 -3.821 1.228
H 0.084 -2.775 1.808
C 2.832 4.608 -3.270
S 2.614 2.841 -2.793
O 2.890 2.778 -1.311
C 0.864 2.604 -3.003
H 3.332 4.585 -4.235
H 3.506 5.015 -2.516
H 1.955 5.254 -3.243
H 0.232 3.340 -2.511
H 0.542 1.667 -2.538
H 0.657 2.403 -4.056
C -3.109 -1.500 2.407
S -2.847 -2.659 3.866
O -3.472 -2.000 5.077
C -4.154 -3.840 3.276
H -4.156 -1.263 2.619
H -3.155 -2.071 1.482
H -2.447 -0.644 2.414
H -4.249 -3.738 2.200
H -5.114 -3.584 3.721
H -3.852 -4.808 3.665
C 4.377 -2.429 0.352
S 4.631 -1.954 2.100
O 3.681 -0.826 2.466
C 3.803 -3.356 2.909
H 4.745 -3.446 0.253
H 4.928 -1.759 -0.306
H 3.316 -2.219 0.208
H 2.802 -3.445 2.486
H 3.660 -2.905 3.891
H 4.358 -4.287 2.878
C 1.996 0.475 6.660
S 1.672 -0.211 5.022
O 1.954 0.921 4.066
C -0.087 -0.498 5.169
H 2.774 1.235 6.568
H 2.309 -0.284 7.371
H 1.144 1.056 7.018
H -0.817 0.288 5.334
H -0.253 -1.342 5.844
H -0.259 -1.012 4.214
C -0.923 2.829 3.456
S 0.657 3.583 4.013
O 1.706 3.484 2.940
C 0.102 5.317 4.015
H -1.287 2.275 4.321
H -0.685 2.190 2.608
H -1.682 3.595 3.298
H -0.731 5.465 4.707
H -0.201 5.599 3.007
H 0.846 6.017 4.394
```

Properties
- relative energy (zero: lowest compared OMol25 entry of this formula, charge and spin) (kcal/mol) = 0.0
- HOMO (eV) = -9.41
- charge = 0
- frontier orbital gap (eV) = 3.694

Löwdin population analysis, charges in e, atoms 1 to 4: Tl 1.14; P -0.07; O -0.19; O -0.28

---

[3]
Here is a molecular structure, C2H5NOS from the Open Molecules 2025 dataset. Energies are from ωB97M-V with the def2-TZVPD basis set.

Geometry as XYZ:
```
10
Properties=species:S:1:pos:R:3
C -0.843 -1.104 0.685
C -0.599 1.096 -0.276
H -0.717 -2.287 0.447
H -2.016 -0.889 0.195
H -0.872 -0.922 1.854
H 1.934 -0.979 -1.150
H 0.178 2.214 -0.120
N -0.016 -0.144 -0.109
O -1.797 1.334 -0.389
S 1.539 -0.422 0.012
```

Properties
- relative energy (zero: lowest compared OMol25 entry of this formula, charge and spin) (kcal/mol) = 75.3
- HOMO (eV) = -9.65
- charge = 0
- frontier orbital gap (eV) = 10.306

Löwdin population analysis, charges in e, atoms 1 to 4: C -0.17; C -0.40; H 0.11; H 0.14

---

[4]
Here is 2 unconnected molecules or ions with the total composition C3H10N2O3 from the Open Molecules 2025 dataset. Energies are from ωB97M-V with the def2-TZVPD basis set.

Geometry as XYZ:
```
18
Properties=species:S:1:pos:R:3
N -0.159 -1.718 0.243
C 0.051 -0.340 -0.186
C 1.107 -0.167 -1.162
O 0.903 -1.264 -2.214
C 0.452 0.520 1.147
N -0.772 0.862 1.808
O 1.791 0.194 1.432
H 0.488 -1.891 0.987
H -0.239 -2.457 -0.467
H -0.941 0.179 -0.376
H 1.022 0.810 -1.747
H 1.916 -0.240 -0.560
H 1.496 -1.150 -2.979
H -0.722 1.710 2.380
H 1.222 1.168 0.632
H -3.471 1.558 -0.175
H -1.549 0.920 1.168
O -2.596 1.305 0.068
```

Properties
- relative energy (zero: lowest compared OMol25 entry of this formula, charge and spin) (kcal/mol) = 187.7
- HOMO (alpha / beta) (eV) = -13.77 / -13.54
- charge = +1
- 2S+1 = 2
- frontier orbital gap (alpha / beta) (eV) = 6.072 / 5.208

Löwdin population analysis, charges in e, atoms 1 to 4: N 0.12; C -0.32; C -0.15; O -0.06

---

[5]
Here is a molecular structure, C3H7NO2S from the Open Molecules 2025 dataset. Energies are from ωB97M-V with the def2-TZVPD basis set.

Geometry as XYZ:
```
14
Properties=species:S:1:pos:R:3
C 1.067 -0.322 0.244
C -0.708 1.226 -0.788
C -0.284 -0.040 -0.124
N 1.314 -0.787 1.545
O 2.023 -0.152 -0.514
O -0.458 -1.302 -1.428
S -1.400 -0.613 1.186
H -1.681 1.188 -1.168
H -0.643 2.134 -0.175
H -0.257 1.401 -1.671
H 0.688 -0.844 2.397
H 2.324 -0.728 1.723
H 0.358 -1.290 -1.849
H -2.343 0.128 0.622
```

Properties
- relative energy (zero: lowest compared OMol25 entry of this formula, charge and spin) (kcal/mol) = 57.0
- HOMO (eV) = -9.85
- charge = 0
- frontier orbital gap (eV) = 10.208

Löwdin population analysis, charges in e, atoms 1 to 4: C -0.58; C -0.07; C -0.58; N 0.10

---

[6]
Here is a molecular structure, C4H6ClCuO2 from the Open Molecules 2025 dataset. Energies are from ωB97M-V with the def2-TZVPD basis set.

Geometry as XYZ:
```
14
Properties=species:S:1:pos:R:3
Cu 4.321 1.631 -1.987
Cl 2.629 -0.200 -2.791
O -1.529 1.556 2.120
C -1.029 0.778 1.412
O 0.309 0.624 1.304
C 0.647 0.057 0.151
C -0.514 -0.929 -0.106
C -1.713 -0.173 0.425
H 1.595 -0.448 0.340
H 0.763 0.732 -0.697
H -0.415 -1.823 0.509
H -0.582 -1.331 -1.117
H -2.438 -0.829 0.907
H -2.044 0.357 -0.469
```

Properties
- HOMO (alpha / beta) (eV) = -19.69 / -19.63
- charge = +2
- 2S+1 = 3
- frontier orbital gap (alpha / beta) (eV) = 10.181 / 6.893

Löwdin population analysis, charges in e, atoms 1 to 4: Cu 0.68; Cl 0.39; O 0.51; C -0.29

---

Max |F| per entry: 4.25, 2.95, 5.03, 6.63, 5.27, 5.64 eV/A